# 1
A single C19H8BrCl2N3O2S molecule, computed with ωB97M-V/def2-TZVPD.

Last column: Mulliken charge in e.
Cartesian coordinates (Å):
1 Br 4.799 -7.481 1.255  -0.19
2 Cl -3.100 7.329 1.077  -0.21
3 Cl 1.139 4.667 3.153  -0.22
4 S 0.766 -0.605 0.165  -0.14
5 O -1.255 1.404 -0.500  -0.27
6 O -0.453 -3.522 -2.117  -0.61
7 N 1.133 -3.095 -0.437  0.19
8 N 2.605 -2.489 1.154  -0.72
9 N 1.846 -5.393 -0.839  -0.52
10 C -2.347 4.873 0.326  -0.91
11 C -2.783 2.590 -1.601  -0.41
12 C 3.618 -6.060 0.680  0.09
13 C 2.772 -3.838 0.806  0.35
14 C -1.341 -0.789 -1.726  -0.80
15 C -2.689 1.297 -2.192  -1.00
16 C -1.740 0.605 -1.505  1.13
17 C -0.468 3.643 1.183  -0.91
18 C -0.223 4.731 2.047  0.34
19 C -2.092 5.930 1.182  0.17
20 C -1.556 3.713 0.306  0.93
21 C -1.879 2.598 -0.579  0.28
22 C -0.305 -1.393 -1.053  0.09
23 C 0.110 -2.796 -1.301  0.36
24 C 1.884 -4.209 -0.216  0.52
25 C 3.610 -4.805 1.286  -0.44
26 C 1.617 -2.124 0.369  0.37
27 C 2.759 -6.299 -0.380  -0.39
28 C -1.033 5.835 2.052  -0.41
29 H 2.731 -7.265 -0.848  0.46
30 H -3.461 3.404 -1.942  0.35
31 H -3.193 0.996 -3.109  0.41
32 H -3.230 4.971 -0.314  0.31
33 H -1.839 -1.307 -2.545  0.41
34 H 0.187 2.774 1.225  0.61
35 H 4.304 -4.504 2.103  0.43
36 H -0.894 6.616 2.833  0.34

Values from the calculation:
* LUMO energy: -1.223 eV
* net charge: 0
* frontier orbital gap: 0.2621 Eh
* energy above the lowest of the compared OMol25 structures with the same formula, charge and spin: 0.00 kJ/mol
* structure (SMILES): O=c1/c(=C/c2ccc(-c3cc(Cl)cc(Cl)c3)o2)sc2nc3cc(Br)cnc3n12
* HOMO energy: -8.355 eV

***

# 2
A molecular structure, C19H8Cl5FNO5PdSbSe4, computed with ωB97M-V/def2-TZVPD.

Last column: Mulliken charge in e.
Cartesian coordinates (Å):
1 Sb -0.132 -0.272 -5.120  0.57
2 Pd 0.830 0.359 -0.645  -0.19
3 Se 0.014 0.404 -2.665  0.11
4 Se 0.390 -2.676 -5.467  -0.31
5 Se 1.471 1.010 -6.407  -0.62
6 Se -2.442 0.083 -5.737  -0.58
7 Cl 4.425 2.070 5.473  -0.23
8 Cl -0.135 -0.570 4.158  -0.21
9 Cl 1.793 0.610 6.336  -0.22
10 Cl 3.035 1.377 0.275  -0.13
11 Cl 5.058 2.399 2.424  -0.22
12 F 3.577 -5.041 -1.446  -0.36
13 O -6.053 -1.202 0.312  -0.63
14 O -1.229 3.897 0.651  -0.70
15 O 0.111 2.339 -0.233  -0.67
16 O 0.724 -0.098 1.452  -0.28
17 O -7.001 0.600 -0.371  -0.63
18 N -6.009 -0.043 -0.066  0.99
19 C -3.406 2.567 -0.603  -0.60
20 C 3.595 1.621 2.920  -0.14
21 C 2.154 0.804 4.654  0.05
22 C -2.273 1.951 -0.078  0.49
23 C -2.365 0.639 0.368  -0.12
24 C 1.654 -1.417 -0.982  0.65
25 C 1.108 -2.575 -0.453  -0.30
26 C -4.699 0.622 -0.142  0.09
27 C 2.716 1.134 1.963  0.99
28 C 3.493 -2.719 -1.871  -0.75
29 C -1.028 2.797 0.134  0.08
30 C 1.751 -3.803 -0.607  -0.59
31 C 1.293 0.288 3.699  0.31
32 C 1.531 0.422 2.303  -0.79
33 C 3.323 1.467 4.278  0.35
34 C 2.837 -1.500 -1.709  -0.37
35 C -4.621 1.911 -0.643  -0.52
36 C 2.935 -3.844 -1.305  0.52
37 C -3.580 -0.030 0.342  -0.74
38 H 3.251 -0.623 -2.173  0.46
39 H -5.507 2.390 -1.035  0.44
40 H 1.333 -4.715 -0.198  0.40
41 H -3.674 -1.038 0.719  0.46
42 H 0.177 -2.531 0.091  0.43
43 H -3.322 3.587 -0.955  0.43
44 H -1.515 0.144 0.801  0.70
45 H 4.411 -2.796 -2.441  0.39

Values from the calculation:
* LUMO energy (spin up / spin down): 3.476 / 2.013 eV
* net charge: -2
* frontier orbital gap (spin up / spin down): 0.2451 / 0.1904 Eh
* energy above the lowest of the compared OMol25 structures with the same formula, charge and spin: 120.05 kJ/mol
* HOMO energy (spin up / spin down): -3.193 / -3.168 eV
* multiplicity: 3
* <S²>: 2.013

***

# 3
A molecular structure, C19H9F5HfN3O4S, computed with ωB97M-V/def2-TZVPD.

Last column: Mulliken charge in e.
Cartesian coordinates (Å):
1 Hf 11.100 10.503 6.571  0.80
2 S 11.657 12.684 5.431  -0.40
3 F 16.047 10.342 6.800  -0.24
4 F 17.463 12.716 6.599  -0.23
5 F 16.261 14.976 5.686  -0.21
6 F 13.608 15.000 5.307  -0.25
7 F 13.305 10.287 6.231  0.04
8 O 10.981 12.067 10.434  -0.35
9 O 7.205 10.428 4.735  -0.34
10 O 9.490 10.290 5.100  -0.62
11 O 11.549 11.039 8.511  -0.30
12 N 13.811 6.010 10.050  -0.29
13 N 11.224 8.402 6.693  -0.26
14 N 9.241 11.008 7.536  -0.04
15 C 8.276 10.542 5.522  0.47
16 C 13.210 6.498 6.695  -0.09
17 C 15.549 13.845 5.899  0.28
18 C 6.985 12.270 8.538  -0.66
19 C 13.352 6.533 9.098  -0.37
20 C 12.603 6.889 5.511  -0.76
21 C 13.433 12.655 5.734  0.19
22 C 14.101 11.493 6.132  0.29
23 C 6.939 11.635 7.308  -0.63
24 C 14.173 13.870 5.701  0.19
25 C 11.769 7.977 7.865  0.07
26 C 15.431 11.463 6.426  -0.23
27 C 10.606 11.578 9.248  0.76
28 C 9.333 11.671 8.718  1.40
29 C 8.093 11.099 6.778  0.78
30 C 8.230 12.381 9.219  -1.04
31 C 11.554 7.766 5.529  -0.13
32 C 16.137 12.677 6.274  0.55
33 C 12.773 7.011 7.898  0.33
34 H 11.036 8.044 4.636  0.46
35 H 11.407 8.434 8.774  0.62
36 H 12.958 6.528 4.536  0.46
37 H 6.067 12.703 8.903  0.51
38 H 7.505 9.932 3.930  0.43
39 H 14.061 5.827 6.571  0.53
40 H 10.158 12.271 10.948  0.36
41 H 8.269 12.933 10.176  0.30
42 H 6.019 11.552 6.756  0.60

Values from the calculation:
* LUMO energy (spin up / spin down): -13.012 / -13.012 eV
* net charge: +3
* frontier orbital gap (spin up / spin down): 0.1543 / 0.1543 Eh
* HOMO energy (spin up / spin down): -17.210 / -17.210 eV

***

Repeat the second record exactly.
A molecular structure, C19H8Cl5FNO5PdSbSe4, computed with ωB97M-V/def2-TZVPD.

Last column: Mulliken charge in e.
Cartesian coordinates (Å):
1 Sb -0.132 -0.272 -5.120  0.57
2 Pd 0.830 0.359 -0.645  -0.19
3 Se 0.014 0.404 -2.665  0.11
4 Se 0.390 -2.676 -5.467  -0.31
5 Se 1.471 1.010 -6.407  -0.62
6 Se -2.442 0.083 -5.737  -0.58
7 Cl 4.425 2.070 5.473  -0.23
8 Cl -0.135 -0.570 4.158  -0.21
9 Cl 1.793 0.610 6.336  -0.22
10 Cl 3.035 1.377 0.275  -0.13
11 Cl 5.058 2.399 2.424  -0.22
12 F 3.577 -5.041 -1.446  -0.36
13 O -6.053 -1.202 0.312  -0.63
14 O -1.229 3.897 0.651  -0.70
15 O 0.111 2.339 -0.233  -0.67
16 O 0.724 -0.098 1.452  -0.28
17 O -7.001 0.600 -0.371  -0.63
18 N -6.009 -0.043 -0.066  0.99
19 C -3.406 2.567 -0.603  -0.60
20 C 3.595 1.621 2.920  -0.14
21 C 2.154 0.804 4.654  0.05
22 C -2.273 1.951 -0.078  0.49
23 C -2.365 0.639 0.368  -0.12
24 C 1.654 -1.417 -0.982  0.65
25 C 1.108 -2.575 -0.453  -0.30
26 C -4.699 0.622 -0.142  0.09
27 C 2.716 1.134 1.963  0.99
28 C 3.493 -2.719 -1.871  -0.75
29 C -1.028 2.797 0.134  0.08
30 C 1.751 -3.803 -0.607  -0.59
31 C 1.293 0.288 3.699  0.31
32 C 1.531 0.422 2.303  -0.79
33 C 3.323 1.467 4.278  0.35
34 C 2.837 -1.500 -1.709  -0.37
35 C -4.621 1.911 -0.643  -0.52
36 C 2.935 -3.844 -1.305  0.52
37 C -3.580 -0.030 0.342  -0.74
38 H 3.251 -0.623 -2.173  0.46
39 H -5.507 2.390 -1.035  0.44
40 H 1.333 -4.715 -0.198  0.40
41 H -3.674 -1.038 0.719  0.46
42 H 0.177 -2.531 0.091  0.43
43 H -3.322 3.587 -0.955  0.43
44 H -1.515 0.144 0.801  0.70
45 H 4.411 -2.796 -2.441  0.39

Values from the calculation:
* LUMO energy (spin up / spin down): 3.476 / 2.013 eV
* net charge: -2
* frontier orbital gap (spin up / spin down): 0.2451 / 0.1904 Eh
* energy above the lowest of the compared OMol25 structures with the same formula, charge and spin: 120.05 kJ/mol
* HOMO energy (spin up / spin down): -3.193 / -3.168 eV
* multiplicity: 3
* <S²>: 2.013

***

Question: The lowest net charge belongs to which entry?
Answer: C19H8Cl5FNO5PdSbSe4

***

Question: Number 2 is which compound?
Answer: C19H8Cl5FNO5PdSbSe4